(1)
22
Properties=species:S:1:pos:R:3:forces:R:3:mulliken_charge:R:1 method="wB97M-V/def2-TZVPD" homo_lumo_gap_ev=5.54 total_energy_ha=-689.856025 total_charge=-1
S -4.8802 0.5010 0.2843 -0.13 0.16 -0.01 -0.636
N -0.0340 0.3996 -0.0949 -1.29 -2.07 1.40 -0.366
C 3.4296 0.6051 0.9813 -0.75 0.63 -0.09 -1.265
C -3.1582 0.6182 -0.2548 0.39 -1.01 -0.46 -0.658
C 2.3540 0.8135 -0.0815 -0.64 -0.70 0.24 -0.317
C 1.2440 -0.2589 0.0074 1.01 -0.05 0.10 -0.507
C -1.0946 -0.9820 -0.1847 -0.64 -0.89 3.14 -0.864
C -2.5640 -0.7915 -0.5745 0.12 0.91 -0.11 -0.761
H 2.7856 0.7690 -1.0801 0.10 0.33 -0.08 0.241
H 2.9847 0.5512 1.9727 -0.26 -0.30 0.08 0.352
H -1.1154 -1.2853 0.8580 0.27 -0.23 0.11 0.449
H -3.0431 1.1720 -1.1911 -0.10 0.40 0.16 0.210
H 1.7999 1.7442 0.0498 0.41 0.22 -0.03 0.307
H -2.4919 1.0516 0.4821 -0.09 0.35 0.24 0.229
H 1.4113 -1.0724 -0.7074 -0.03 0.15 -0.45 0.288
H -0.5823 -1.7527 -0.7606 0.18 0.08 -0.14 0.362
H 1.3849 -0.7958 0.9586 -0.42 0.25 0.28 0.315
H 3.9493 -0.3256 0.7760 0.51 0.11 0.14 0.301
H -2.7453 -1.0298 -1.6192 0.05 -0.03 -0.25 0.296
H -3.1447 -1.4960 0.0099 0.01 -0.26 0.12 0.411
H 4.0407 1.4997 1.0482 0.74 -0.21 -0.28 0.384
H -0.5304 0.0650 -0.8794 0.56 2.15 -4.12 0.228

(2)
22
Properties=species:S:1:pos:R:3:forces:R:3:mulliken_charge:R:1 method="wB97M-V/def2-TZVPD" homo_lumo_gap_ev=10.81 total_energy_ha=-689.606150 total_charge=+1
S -2.2048 1.4958 -0.0606 -0.65 -0.06 -0.91 -0.221
N 0.6525 1.1383 0.1343 2.11 -1.37 0.00 0.132
C -2.3164 -1.3285 0.3378 -1.81 1.35 0.96 -1.114
C 1.0520 -1.0654 -1.0070 -0.28 -1.02 -1.06 -1.414
C 0.7292 0.1775 1.2176 -1.55 -1.19 3.09 -0.646
C 0.1940 -0.2842 -0.0811 -3.14 1.33 -0.81 0.767
C -1.7047 -0.1759 -0.4242 3.61 -1.11 -0.85 0.119
C 1.8572 1.7279 -0.5029 -0.23 2.13 1.96 -1.078
H 0.5590 -1.9582 -1.5089 0.28 1.19 0.85 0.350
H -1.8871 -1.3290 1.3653 -0.79 -0.16 -0.50 0.300
H 2.1398 2.5782 0.2009 -0.21 -0.95 -0.81 0.391
H -1.8473 1.4948 1.2089 -0.20 -0.17 0.85 0.168
H 1.7087 -0.1313 1.6905 -1.04 0.40 -1.12 0.307
H -0.0886 0.3289 2.0557 1.79 0.00 -1.67 0.154
H -1.7128 -0.3797 -1.5570 -0.12 0.75 1.71 0.416
H 1.4849 2.2611 -1.4010 0.91 -1.00 -0.02 0.361
H -0.1007 1.7467 0.3444 -1.02 1.30 -0.58 0.170
H -3.4787 -1.2712 0.3212 2.02 0.13 0.37 0.322
H 2.7269 1.0431 -0.4476 -0.84 0.30 -0.90 0.417
H -2.1009 -2.2440 -0.1388 0.56 -1.11 -0.51 0.365
H 1.8331 -1.4580 -0.3612 0.58 -0.15 -0.63 0.375
H 1.4159 -0.4161 -1.8338 0.03 -0.59 0.58 0.358

(3)
21
Properties=species:S:1:pos:R:3:forces:R:3:mulliken_charge:R:1 method="wB97M-V/def2-TZVPD" homo_lumo_gap_ev=10.78 smiles="C=CCCCOC.[H][H]" total_energy_ha=-312.164379
O 2.3940 0.1393 0.6868 -0.02 0.00 0.05 -0.314
C -3.2182 0.3023 -0.3336 0.11 0.00 0.17 -0.930
C 1.1475 -0.0108 0.0424 -0.30 -0.05 -0.09 -0.406
C 0.1969 -0.5882 1.0837 0.03 -0.02 0.08 -0.561
C 3.3994 0.6413 -0.1522 0.24 0.11 -0.16 -0.719
C -1.2380 -0.9093 0.6449 -0.02 -0.05 -0.02 -0.480
C -2.1630 0.2715 0.4783 -0.16 0.02 -0.08 -0.096
H 1.2451 -0.6943 -0.8200 -0.03 0.09 0.13 0.315
H 0.1761 0.1005 1.9378 -0.02 -0.08 -0.09 0.262
H -1.3658 0.2501 -1.9840 0.04 0.03 -0.07 -0.224
H -3.8752 1.1669 -0.3876 0.12 -0.13 0.06 0.252
H 0.7984 0.9603 -0.3504 0.01 -0.14 0.09 0.333
H -1.9638 1.1370 1.1136 0.01 -0.11 -0.10 0.268
H -0.8646 0.0192 -2.4789 0.10 -0.03 -0.14 0.228
H 3.5913 -0.0254 -1.0080 -0.07 0.07 0.12 0.291
H 0.6614 -1.5121 1.4458 -0.05 0.11 -0.01 0.294
H -1.6692 -1.5491 1.4280 0.06 0.07 -0.12 0.299
H 4.3137 0.7174 0.4431 -0.15 0.00 -0.11 0.251
H 3.1459 1.6396 -0.5426 0.00 -0.14 0.06 0.288
H -3.4736 -0.5416 -0.9750 0.11 0.14 0.10 0.304
H -1.2385 -1.5146 -0.2719 0.00 0.10 0.13 0.344

(4)
21
Properties=species:S:1:pos:R:3:forces:R:3:mulliken_charge:R:1 method="wB97M-V/def2-TZVPD" homo_lumo_gap_ev=11.21 smiles=CC(C)C[C@@H](C)O total_energy_ha=-312.249722
O 1.1957 1.7350 -0.6229 0.09 0.20 -0.04 -0.530
C -0.0560 0.0949 0.5530 -0.03 0.01 0.08 -1.044
C -0.1256 1.4175 -0.2021 -0.35 -0.14 0.14 0.497
C -0.4683 -1.5005 -1.3759 -0.04 0.01 -0.06 -1.474
C 0.4718 -1.1113 -0.2344 0.02 0.04 -0.02 0.788
C -0.6878 2.5319 0.6758 0.00 0.04 0.04 -1.527
C 0.6856 -2.2933 0.7146 0.02 -0.03 0.04 -1.522
H -0.1081 -2.3972 -1.8931 -0.04 0.13 0.08 0.412
H -0.6603 3.4941 0.1459 -0.04 -0.16 0.06 0.446
H -1.0599 -0.1418 0.9348 0.10 0.01 -0.04 0.406
H -0.0952 2.6318 1.5934 -0.08 -0.04 -0.13 0.376
H 1.0754 -3.1673 0.1802 -0.06 0.13 0.06 0.408
H -1.7293 2.3390 0.9556 0.17 -0.01 -0.06 0.358
H 1.3973 -2.0424 1.5099 -0.11 -0.02 -0.12 0.372
H -1.4748 -1.7176 -0.9934 0.14 0.02 -0.04 0.302
H -0.5556 -0.7027 -2.1212 0.01 -0.11 0.10 0.351
H -0.7784 1.3076 -1.0851 0.16 0.02 0.11 0.069
H 1.2623 2.6957 -0.6550 0.10 -0.12 -0.12 0.344
H 0.5896 0.2635 1.4250 -0.07 -0.04 -0.06 0.414
H -0.2579 -2.5886 1.1930 0.11 0.05 -0.08 0.322
H 1.4437 -0.8385 -0.6652 -0.12 0.00 0.06 0.234

(5)
21
Properties=species:S:1:pos:R:3:forces:R:3:mulliken_charge:R:1 method="wB97M-V/def2-TZVPD" homo_lumo_gap_ev=10.11 smiles="C=CCCCC.O" total_energy_ha=-312.201419
O 3.1800 -0.3161 -0.7867 -0.20 0.30 0.18 -0.614
C -1.8899 -2.6201 -0.6725 -0.34 -0.38 -0.28 -0.733
C -1.6262 -1.3533 -0.3859 0.18 -0.62 1.00 -0.234
C -0.2627 -0.7315 -0.3130 -0.10 0.06 -1.00 -0.175
C 0.6306 1.7077 1.5369 0.23 -1.02 0.51 -1.159
C -0.3751 0.7724 -0.5340 0.19 0.75 0.49 -0.902
C -0.6956 1.5544 0.7801 1.86 -0.69 -1.10 -0.264
H -1.3166 0.8606 1.3394 -0.75 0.79 0.33 0.219
H -2.4048 -0.7692 0.1056 -0.02 -0.05 -0.07 0.168
H 1.4618 2.0516 0.9172 -0.25 0.34 -0.07 0.295
H 0.5959 2.2821 2.4624 -0.22 0.26 -0.15 0.337
H -1.0468 2.5446 0.5173 -0.83 -0.04 0.30 0.324
H 0.1722 -1.0486 0.6396 0.00 0.51 0.13 0.227
H 0.5488 1.1830 -0.9453 0.16 -0.08 0.03 0.350
H 0.9417 0.7040 1.8563 0.07 0.11 -0.01 0.283
H 3.6638 -0.8633 -1.4081 0.08 0.09 -0.17 0.300
H -2.8268 -3.0951 -0.3832 -0.05 0.34 -0.38 0.245
H 3.1311 0.5742 -1.1630 0.12 -0.39 -0.01 0.318
H -1.1162 0.9616 -1.3149 -0.19 -0.08 0.15 0.397
H 0.4373 -1.1192 -1.0521 -0.17 -0.35 -0.16 0.341
H -1.2025 -3.2799 -1.1964 0.24 0.16 0.28 0.276

(6)
21
Properties=species:S:1:pos:R:3:forces:R:3:mulliken_charge:R:1 method="wB97M-V/def2-TZVPD" homo_lumo_gap_ev="8.12 / 8.04" total_energy_ha=-312.093412
O -0.3622 1.2780 1.0182 0.04 -0.09 -0.15 -0.193
C 0.4611 -0.5138 -0.3657 0.00 0.02 -0.03 2.246
C 1.3059 0.5384 -1.0921 0.03 0.06 -0.01 -1.702
C -0.6232 0.1443 0.4438 -0.02 -0.05 0.10 -1.018
C 1.3630 -1.3543 0.5597 0.03 -0.04 0.07 -1.661
C -0.2172 -1.4372 -1.3863 -0.03 -0.05 -0.05 -1.704
C -1.2250 1.9855 1.7222 -0.03 0.02 0.23 -0.576
H 2.1469 -1.8594 -0.0184 -0.12 0.08 0.06 0.403
H -0.8652 -2.1692 -0.8884 0.10 0.11 -0.06 0.390
H 0.7820 -2.1223 1.0844 0.07 0.11 -0.08 0.383
H -0.8314 -0.8608 -2.0866 0.09 -0.08 0.10 0.390
H 1.8077 1.2034 -0.3817 -0.07 -0.10 -0.10 0.359
H -1.4443 -0.4427 0.8570 0.09 0.07 -0.09 0.481
H 1.8466 -0.7203 1.3113 -0.07 -0.08 -0.11 0.367
H 0.5354 -1.9917 -1.9588 -0.09 0.09 0.09 0.406
H 2.0736 0.0485 -1.7020 -0.12 0.05 0.09 0.416
H -2.0034 1.4436 2.2522 0.07 0.09 -0.10 0.311
H -2.1740 1.2400 -0.4267 0.00 0.04 0.06 -0.018
H -0.8004 2.8956 2.1235 -0.07 -0.11 -0.07 0.219
H 0.6814 1.1542 -1.7484 0.07 -0.09 0.09 0.381
H -2.3257 1.8437 0.0585 0.02 -0.05 -0.05 0.121

(7)
21
Properties=species:S:1:pos:R:3:forces:R:3:mulliken_charge:R:1 method="wB97M-V/def2-TZVPD" homo_lumo_gap_ev=10.96 smiles=CC[C@H](C)CCO total_energy_ha=-312.213164
O 3.1154 -1.5226 -0.6556 0.17 0.00 0.39 -0.541
C 0.7352 -1.2214 -0.1717 -0.07 1.53 1.85 -0.598
C -1.7732 -0.8567 0.0639 0.98 -0.24 -0.04 -1.491
C 2.1218 -0.5749 -0.2399 -0.26 0.22 -3.10 -0.738
C -0.4166 -0.1937 -0.2686 0.45 0.02 -0.73 0.634
C -0.1229 1.0874 0.5205 -2.11 0.12 -0.10 -0.531
C -1.3893 1.9867 0.6102 0.26 -0.14 0.15 -1.317
H 3.0644 -1.6114 -1.6137 -0.02 -0.02 0.24 0.303
H 1.9837 0.1244 -1.0879 0.34 0.19 0.18 0.318
H -0.4929 0.0849 -1.3262 0.18 0.19 -0.04 0.197
H 0.6124 -1.8892 -1.0134 0.23 -0.66 0.24 0.290
H 0.6370 -1.6451 0.8335 -0.11 -0.86 -0.37 0.319
H -2.0698 1.7172 1.4147 -0.02 -0.10 0.01 0.346
H -2.1585 -0.4970 1.0134 -0.26 -0.19 0.01 0.330
H -1.0432 2.9875 0.7982 -0.05 0.59 0.26 0.401
H 0.5743 1.7669 0.0361 0.74 -0.65 0.12 0.352
H -1.6436 -1.9400 0.0829 -0.01 -0.03 0.34 0.415
H 2.5475 0.0590 0.5273 -0.40 -0.47 0.77 0.353
H -2.4589 -0.6979 -0.7487 -0.62 0.41 -0.05 0.352
H 0.1473 0.7921 1.5372 0.45 0.33 -0.01 0.286
H -1.9701 2.0436 -0.3122 0.14 -0.25 -0.11 0.321

(8)
21
Properties=species:S:1:pos:R:3:forces:R:3:mulliken_charge:R:1 method="wB97M-V/def2-TZVPD" homo_lumo_gap_ev=10.96 smiles=CCCCCOC total_energy_ha=-312.223361
O 1.5306 -0.4514 0.4184 0.02 0.05 0.06 -0.384
C 1.1236 0.8767 0.1567 -0.03 0.17 -0.03 -0.519
C -1.4311 1.0272 0.4708 -0.05 0.02 0.00 -0.699
C -1.9084 -0.4155 0.2550 -0.10 0.00 0.05 -0.396
C 2.4859 -0.8890 -0.5117 0.18 -0.13 -0.14 -0.755
C -1.2361 -1.2406 -0.8451 0.07 -0.02 0.03 -0.920
C -0.0365 1.2490 1.0740 0.02 0.02 -0.03 -0.647
H 2.7451 -1.9201 -0.2591 0.01 0.16 -0.03 0.241
H -2.1612 1.5100 1.1344 0.11 -0.04 -0.10 0.310
H 0.0559 2.3112 1.3376 -0.03 -0.17 -0.09 0.310
H 0.8138 0.9652 -0.8992 0.06 0.01 0.12 0.325
H 3.3918 -0.2634 -0.4778 -0.11 -0.12 -0.01 0.321
H -1.8295 -0.9585 1.2055 0.00 0.04 -0.08 0.264
H 2.0870 -0.8655 -1.5393 0.05 0.01 0.15 0.323
H 1.9831 1.5543 0.3000 -0.14 -0.12 0.02 0.491
H -1.4892 1.5697 -0.4845 0.02 -0.06 0.11 0.309
H -1.2577 -0.7313 -1.8174 -0.01 0.00 0.18 0.273
H -1.7777 -2.1860 -0.9630 0.13 0.11 -0.02 0.379
H 0.0876 0.6924 2.0124 -0.07 0.04 -0.15 0.309
H -2.9798 -0.3628 0.0233 0.10 -0.01 0.08 0.322
H -0.1973 -1.4718 -0.5908 -0.24 0.05 -0.10 0.141

(9)
21
Properties=species:S:1:pos:R:3:forces:R:3:mulliken_charge:R:1 method="wB97M-V/def2-TZVPD" homo_lumo_gap_ev=10.23 smiles="C=CCCC.CO" total_energy_ha=-312.188104
O 2.4907 -0.0840 0.8349 -0.10 0.10 0.58 -0.541
C -0.7865 -0.3893 -0.9887 -0.06 0.03 -0.13 -0.385
C -2.9749 0.6399 -0.2648 -0.04 0.03 -0.01 -1.244
C 0.3892 -1.2912 -0.7278 0.04 -0.22 -0.52 -0.662
C 2.5791 1.2801 0.4997 0.09 0.46 0.05 -0.565
C 1.6033 -1.0941 -1.2452 -0.37 -0.26 -0.34 -0.507
C -1.7448 -0.1510 0.1817 0.04 -0.05 0.05 -0.264
H -3.6832 0.7977 0.5550 0.13 -0.03 -0.09 0.362
H 1.8429 -0.1865 -1.7998 -0.16 -0.18 0.01 0.308
H -0.4331 0.5775 -1.3753 -0.04 -0.17 0.02 0.243
H 2.4371 -1.7737 -1.0972 -0.27 0.00 0.02 0.219
H -1.2297 0.3861 0.9899 -0.04 -0.08 -0.12 0.266
H -2.6885 1.6246 -0.6529 -0.03 -0.14 0.06 0.316
H -2.0583 -1.1156 0.6035 0.06 0.12 -0.08 0.316
H 1.7265 1.6510 -0.0953 0.15 -0.24 0.18 0.209
H 3.4861 1.4537 -0.0938 -0.12 -0.05 0.15 0.246
H -3.5064 0.1138 -1.0672 0.09 0.06 0.13 0.308
H 2.6421 1.8722 1.4174 0.00 0.18 -0.13 0.269
H -1.3555 -0.8562 -1.8035 -0.09 0.12 0.04 0.361
H 0.1918 -2.2014 -0.1577 0.03 0.11 -0.08 0.332
H 1.5797 -0.3864 0.6745 0.70 0.21 0.21 0.412

(10)
21
Properties=species:S:1:pos:R:3:forces:R:3:mulliken_charge:R:1 method="wB97M-V/def2-TZVPD" homo_lumo_gap_ev=11.12 smiles=CC(C)C[C@@H](C)O total_energy_ha=-312.241832
O -1.1443 0.4761 -1.7270 0.00 0.11 -0.23 -0.544
C -0.3320 -0.6703 0.2159 -0.05 -0.11 -0.01 -1.098
C -0.1129 -0.3920 -1.2691 0.24 -0.22 0.17 0.522
C 0.1151 1.8724 0.6006 0.03 0.02 -0.06 -1.529
C 0.7713 0.1844 2.3290 0.04 -0.02 0.05 -1.624
C -0.1351 -1.6841 -2.0829 0.01 -0.04 -0.03 -1.399
C -0.2337 0.5164 1.2215 -0.04 -0.01 0.02 0.896
H 0.1535 2.6420 1.3809 -0.01 -0.13 -0.11 0.454
H 0.0748 -1.4781 -3.1397 -0.03 -0.02 0.14 0.399
H -0.6201 2.1662 -0.1514 0.13 0.00 0.14 0.328
H -0.9519 0.6924 -2.6487 -0.13 -0.01 0.17 0.341
H -1.1281 -2.1433 -2.0197 0.15 0.06 0.03 0.324
H 0.5670 -0.7916 2.7839 0.00 0.13 -0.06 0.392
H -1.2195 0.6274 1.6931 0.14 -0.03 -0.09 0.200
H 1.7892 0.1544 1.9188 -0.12 -0.02 0.05 0.356
H 0.4040 -1.4409 0.4953 -0.15 0.20 -0.05 0.365
H 0.8688 0.0934 -1.3965 -0.15 -0.02 -0.01 0.208
H 0.7555 0.9384 3.1243 0.00 -0.09 -0.13 0.422
H -1.3179 -1.1460 0.3140 0.15 0.06 -0.04 0.355
H 0.6094 -2.4053 -1.7286 -0.08 0.13 -0.03 0.351
H 1.1011 1.8464 0.1194 -0.11 0.01 0.07 0.281